Entry 1:
14
Properties=species:S:1:pos:R:3 method="wB97M-V/def2-TZVPD" e_tot_ev=-16969.7499 charge=+1 homo_ev=-13.04 multiplicity=1 lumo_ev=-4.9 fmax_ha_per_bohr=0.121
C 3.044 -0.843 -1.061
C 0.169 -0.494 0.357
C -2.915 -1.515 -0.896
N -0.549 -1.051 -0.419
N -1.492 -1.542 -0.774
N 2.112 0.508 1.425
P 1.956 -0.226 0.035
H 3.604 -0.149 -1.707
H 2.448 -1.613 -1.544
H -3.321 -1.053 -1.822
H -3.198 -0.872 -0.197
H -3.396 -2.485 -0.839
H 1.068 0.756 1.711
H 2.802 1.231 1.969

Entry 2:
5
Properties=species:S:1:pos:R:3 method="wB97M-V/def2-TZVPD" e_tot_ev=-24070.5061 charge=-1 homo_ev=-3.04 multiplicity=1 lumo_ev=3.3 fmax_ha_per_bohr=0.029
C -0.463 -0.221 0.038
O 0.039 -1.173 -0.357
O -1.062 0.665 0.458
S 2.269 1.584 -0.196
I 3.840 -0.218 0.080

The records above yield relative energy (zero: lowest compared OMol25 entry of this formula, charge and spin) values of 612.2 0.0 kJ/mol, respectively.